No. 1
The following is a DFT calculation (wB97M-V/def2-TZVPD) of C34H55Si as an isolated structure.

Computed properties:
Relative energy (zero: lowest compared OMol25 entry of this formula, charge and spin): 1.7972 eV
Total charge: +1
2S+1: 1
HOMO level: -12.17 eV

Last column: Löwdin charge in e.
Geometry (Å):
1 C -7.64646 -0.30089 2.39032  -0.11
2 C -6.43173 -0.49016 3.30089  -0.27
3 C -5.12413 -0.66433 2.54432  -0.23
4 C -4.71573 0.53838 1.69038  -0.22
5 C -3.41442 0.31760 0.91602  -0.27
6 C -2.16533 0.11370 1.78373  -0.24
7 Si -0.57360 -0.20720 0.83437  0.62
8 C 0.81163 -0.56497 2.06068  -0.24
9 C 0.95832 0.51300 3.14560  -0.27
10 C 2.15612 0.34121 4.10314  -0.20
11 C 3.49640 0.19844 3.38418  -0.23
12 C 3.84666 1.35608 2.45673  -0.28
13 C 5.15579 1.11356 1.71501  -0.12
14 C -0.78264 -1.70994 -0.25785  -0.26
15 C -1.13357 -3.00772 0.51404  -0.26
16 C -0.05960 -4.08091 0.38895  -0.24
17 C -0.34146 -5.35760 1.17807  -0.24
18 C 0.72712 -6.43085 1.03331  -0.28
19 C 0.41264 -7.67754 1.86899  -0.11
20 C -0.11876 1.31834 -0.17643  -0.19
21 C 0.07965 1.06293 -1.59519  -0.04
22 C 0.07872 2.10399 -2.53250  -0.02
23 H -8.55279 -0.26057 2.99673  0.07
24 H -7.59163 0.62445 1.80560  0.06
25 H -7.74352 -1.13417 1.68481  0.08
26 H -6.36823 0.35605 3.98535  0.11
27 H -6.57056 -1.38278 3.90787  0.10
28 H -4.34955 -0.89904 3.27588  0.10
29 H -5.21151 -1.54356 1.89426  0.12
30 H -5.51436 0.77676 0.97313  0.11
31 H -4.61678 1.41479 2.34331  0.12
32 H -3.54420 -0.53771 0.24007  0.10
33 H -3.29761 1.19620 0.27277  0.10
34 H -2.02031 1.01403 2.40381  0.09
35 H -2.33386 -0.71735 2.48698  0.08
36 H 0.66807 -1.53999 2.55593  0.09
37 H 1.74082 -0.65761 1.48657  0.07
38 H 1.04430 1.50086 2.68386  0.09
39 H 0.05796 0.55311 3.76391  0.10
40 H 2.17964 1.19910 4.79075  0.12
41 H 2.02847 -0.55492 4.71969  0.11
42 H 4.28813 0.09256 4.13132  0.12
43 H 3.50153 -0.72476 2.80115  0.10
44 H 3.05896 1.54063 1.71653  0.08
45 H 3.92086 2.28677 3.03390  0.12
46 H 5.38783 1.98852 1.10085  0.07
47 H 5.98851 0.94211 2.40973  0.08
48 H 5.08760 0.23946 1.05346  0.07
49 H -1.60153 -1.52955 -0.97478  0.08
50 H 0.13620 -1.85737 -0.85475  0.07
51 H -1.31800 -2.80970 1.58536  0.10
52 H -2.09271 -3.36892 0.11255  0.12
53 H 0.08235 -4.30734 -0.67999  0.12
54 H 0.90903 -3.66863 0.72264  0.12
55 H -0.44143 -5.09276 2.24170  0.12
56 H -1.31631 -5.77332 0.88118  0.12
57 H 0.82100 -6.71726 -0.01773  0.11
58 H 1.69914 -6.03260 1.33506  0.11
59 H 1.20562 -8.40868 1.70161  0.07
60 H 0.37073 -7.45196 2.94053  0.07
61 H -0.54272 -8.12978 1.57907  0.07
62 H -0.90834 2.06473 0.04413  0.11
63 H 0.80789 1.70837 0.26425  0.11
64 H 0.25752 0.02061 -1.92874  0.12
65 H -0.17624 1.80150 -3.56435  0.13
66 H -0.33475 3.07253 -2.22408  0.12
67 C 1.65964 3.04600 -3.12154  -0.06
68 C 2.66056 2.03262 -3.56303  -0.19
69 C 3.48686 1.43953 -2.55506  -0.03
70 C 4.04154 0.18461 -2.73161  -0.07
71 C 3.77987 -0.52010 -3.90551  -0.06
72 C 3.06607 0.06881 -4.94556  -0.05
73 C 2.55752 1.34879 -4.79174  -0.02
74 C 1.35836 4.22248 -3.98543  -0.19
75 C 1.21909 5.50066 -3.35831  -0.01
76 C 0.53611 6.52972 -3.99092  -0.06
77 C -0.01625 6.31716 -5.25291  -0.05
78 C 0.15641 5.10257 -5.90921  -0.05
79 C 0.82900 4.06800 -5.27510  -0.03
80 H 1.80942 3.33173 -2.08288  0.12
81 H 3.60001 1.95946 -1.59024  0.12
82 H 4.57120 -0.28261 -1.89236  0.11
83 H 4.10657 -1.54748 -3.98109  0.11
84 H 2.80156 -0.51564 -5.82444  0.12
85 H 1.96898 1.76024 -5.60269  0.09
86 H 1.59364 5.62897 -2.33834  0.12
87 H 0.35104 7.44984 -3.43336  0.12
88 H -0.62472 7.09719 -5.69116  0.11
89 H -0.34076 4.91695 -6.85921  0.12
90 H 0.81746 3.08256 -5.74699  0.10



No. 2
The following is a DFT calculation (wB97M-V/def2-TZVPD) of C23H28F3FeN9O3S3 as an isolated structure.

Computed properties:
Total charge: +1
2S+1: 2
HOMO level (spin up / spin down): -10.47 / -10.48 eV

Last column: Löwdin charge in e.
Geometry (Å):
1 Fe 0.19703 0.63358 -0.20957  0.32
2 C -0.54279 4.41268 -3.64714  0.01
3 C 0.32019 3.21036 -3.67578  -0.31
4 N 1.07869 2.82708 -4.64602  0.15
5 N 1.66388 1.66710 -4.20657  0.06
6 C 1.28412 1.31174 -2.97703  -0.68
7 S 1.65823 -0.00965 -2.02494  0.89
8 N 0.42733 2.30784 -2.62887  -0.05
9 N -0.19902 2.29975 -1.38328  0.07
10 H -0.42870 4.94344 -4.58814  0.10
11 H -0.26066 5.08079 -2.83204  0.09
12 H -1.59139 4.13727 -3.52421  0.09
13 H 2.30023 1.16702 -4.80447  0.17
14 H 0.08501 3.12289 -0.85443  0.15
15 H -1.21799 2.28451 -1.48013  0.09
16 F -5.05715 1.63687 2.97193  0.15
17 C -4.28142 1.09187 2.02720  -0.60
18 F -4.34643 -0.24252 2.17161  0.14
19 F -4.82013 1.39002 0.83509  0.14
20 C -2.86465 1.58362 2.12916  -0.10
21 C -2.43315 2.34134 3.19647  0.04
22 C -1.09811 2.74120 3.28482  -0.01
23 C -0.22397 2.35562 2.29785  -0.07
24 N -0.65754 1.64030 1.24908  -0.06
25 C -1.93616 1.24803 1.13911  -0.60
26 S -2.07825 0.28237 -0.28183  0.87
27 H -3.13576 2.61806 3.97111  0.13
28 H -0.74629 3.33250 4.11648  0.12
29 H 0.82750 2.60147 2.32062  0.11
30 N 7.30308 -2.44939 0.32805  0.13
31 C 6.11614 -1.83823 0.60038  -0.31
32 C 5.36475 -2.21248 1.72720  -0.01
33 C 4.15913 -1.61183 1.99752  -0.05
34 C 3.66608 -0.62969 1.13639  -0.30
35 C 4.40502 -0.23517 0.02576  -0.09
36 C 5.61737 -0.83422 -0.24105  -0.02
37 S 2.16418 0.14761 1.53363  0.66
38 O 2.17011 0.45226 2.93192  -0.24
39 O 1.99192 1.28762 0.57525  -0.41
40 N 0.85451 -0.66811 1.07359  -0.17
41 C 0.24786 -1.53252 2.00032  -0.45
42 N 1.06213 -2.36604 2.64508  0.14
43 C 0.48789 -3.19777 3.50680  -0.10
44 C -0.88175 -3.23074 3.70854  -0.03
45 C -1.62550 -2.32596 2.97454  -0.10
46 N -1.06823 -1.46210 2.12876  0.14
47 H 7.71736 -3.06738 1.00089  0.10
48 H 7.90015 -2.09342 -0.39504  0.10
49 H 5.74700 -2.97657 2.39243  0.12
50 H 3.58517 -1.89781 2.86653  0.10
51 H 4.03792 0.55309 -0.61399  0.08
52 H 6.19598 -0.52121 -1.10115  0.12
53 H 1.15136 -3.86759 4.04244  0.12
54 H -1.34082 -3.91971 4.40122  0.11
55 H -2.70503 -2.27532 3.06593  0.11
56 C -1.40112 -3.84979 -0.54072  -0.06
57 C -0.26518 -3.02727 -1.12583  -0.27
58 O -0.70502 -1.79714 -1.69615  -0.34
59 C -1.40341 -1.99398 -2.91777  -0.28
60 C -1.63057 -0.67419 -3.62361  -0.08
61 H -1.00043 -4.60883 0.13332  0.08
62 H -1.98007 -4.36345 -1.30781  0.07
63 H -2.06737 -3.20150 0.03099  0.07
64 H 0.27704 -3.59692 -1.89072  0.12
65 H 0.45076 -2.75330 -0.35243  0.09
66 H -2.36360 -2.48457 -2.72656  0.12
67 H -0.81639 -2.66085 -3.56254  0.13
68 H -2.18194 0.02680 -2.99459  0.03
69 H -2.22973 -0.84626 -4.51864  0.09
70 H -0.68540 -0.22854 -3.93624  0.05



No. 3
The following is a DFT calculation (wB97M-V/def2-TZVPD) of C2H2F3NO2S in the gas phase.

Computed properties:
Relative energy (zero: lowest compared OMol25 entry of this formula, charge and spin): 1.0957 eV
2S+1: 1
HOMO level: -9.21 eV

Last column: Löwdin charge in e.
Geometry (Å):
1 C 0.01114 0.27020 0.23133  -0.33
2 C 0.62741 0.83018 -1.37644  -0.55
3 N 0.48606 0.80246 1.17086  0.13
4 O -1.56845 -1.11320 1.70182  -0.35
5 O -0.62582 -2.27252 -0.16863  -0.47
6 F -0.13863 1.02424 -2.41474  0.17
7 F 1.21427 2.02699 -1.09521  0.09
8 F 1.54980 -0.12930 -1.56371  0.12
9 S -1.38787 -1.07595 0.08894  0.93
10 H 1.19350 1.61178 1.24671  0.14
11 H -1.36141 -1.97487 2.17908  0.12



No. 4
The following is a DFT calculation (wB97M-V/def2-TZVPD) of C14H52AsBe2F6O16 as an isolated structure.

Computed properties:
Total charge: +1
2S+1: 1
HOMO level: -11.29 eV

Last column: Löwdin charge in e.
Geometry (Å):
1 Be -2.02156 -2.68396 -2.99815  1.19
2 Be -0.19214 0.78629 0.03801  1.03
3 C -0.25179 -0.22317 -2.75733  -1.06
4 O -0.27408 -0.78574 -3.85979  0.02
5 O 0.31730 0.76903 -2.41554  0.02
6 O -0.83287 -0.84010 -1.84146  -0.07
7 As -2.21977 -4.18796 0.92378  0.99
8 F -2.16522 -4.81113 2.61839  -0.27
9 F -2.14864 -5.88855 0.31975  -0.27
10 F -2.14276 -3.53074 -0.74133  -0.28
11 F -2.47911 -2.50673 1.61361  -0.27
12 F -0.42230 -4.08274 1.02074  -0.26
13 F -4.02071 -4.27778 0.86952  -0.27
14 C 0.96905 -4.96472 -2.59176  -0.15
15 O 0.28826 -3.77383 -2.35865  -0.15
16 H 1.95525 -4.81420 -3.03090  0.09
17 H 1.11998 -5.55470 -1.68774  0.09
18 H 0.39829 -5.58277 -3.28483  0.09
19 H 0.83642 -3.28973 -1.73675  0.04
20 C 4.73394 -1.43986 -2.54707  -0.09
21 O 3.31238 -1.33364 -2.35968  -0.15
22 H 4.91021 -2.39528 -3.04123  0.09
23 H 5.06060 -0.66315 -3.23853  0.08
24 H 5.36430 -1.38854 -1.65931  0.09
25 H 2.87894 -1.13381 -3.19263  0.11
26 C 3.44492 0.23442 0.68798  -0.12
27 O 2.33560 0.45714 -0.13524  -0.13
28 H 3.84178 -0.73798 0.39636  0.08
29 H 4.20726 1.00974 0.61173  0.09
30 H 3.15024 0.13180 1.73236  0.07
31 H 2.52263 -0.18704 -0.82200  0.04
32 C -4.69309 -1.33035 -1.04988  -0.14
33 O -3.97414 -1.26296 -2.23227  -0.13
34 H -5.50721 -2.05259 -1.11049  0.09
35 H -4.01337 -1.60655 -0.24379  0.07
36 H -5.22412 -0.42497 -0.75594  0.10
37 H -4.35218 -0.56741 -2.77532  0.10
38 C -4.44309 5.10177 0.00254  -0.10
39 O -3.18174 4.70004 0.52295  -0.14
40 H -4.97782 5.72690 0.71764  0.09
41 H -4.25808 5.68916 -0.89682  0.09
42 H -4.97562 4.18358 -0.24535  0.08
43 H -2.86946 5.31863 1.18735  0.10
44 C -2.70024 0.75158 2.61607  -0.11
45 O -2.16502 -0.11005 1.61837  -0.15
46 H -2.83500 1.75866 2.22143  0.07
47 H -3.70515 0.44256 2.90375  0.09
48 H -2.04189 0.69110 3.48268  0.07
49 H -2.40400 -1.01849 1.81646  0.00
50 C -0.01524 1.00699 5.61334  -0.13
51 O 0.95792 1.12936 4.58743  -0.14
52 H 0.34952 1.09399 6.63681  0.08
53 H -0.69489 1.85312 5.51215  0.09
54 H -0.52053 0.04128 5.62748  0.08
55 H 1.70777 0.55125 4.74591  0.10
56 C 3.47357 2.23622 -3.24574  -0.17
57 O 2.16627 2.49161 -3.67033  -0.10
58 H 3.88066 3.17097 -2.86022  0.08
59 H 3.48014 1.58576 -2.37112  0.06
60 H 4.16389 1.81700 -3.97773  0.08
61 H 1.59380 1.77177 -3.39517  0.02
62 C 1.73982 4.00376 -0.55036  -0.14
63 O 0.64955 3.19102 -0.91233  -0.13
64 H 1.86358 4.82833 -1.25240  0.10
65 H 1.72275 4.49362 0.42322  0.08
66 H 2.65193 3.40976 -0.49270  0.07
67 H 0.76509 2.98035 -1.84177  0.05
68 C -2.66452 2.06217 -1.56875  -0.16
69 O -2.11152 2.44047 -0.38007  -0.12
70 H -3.66744 2.43208 -1.78187  0.08
71 H -2.10159 2.58456 -2.34226  0.10
72 H -2.69194 0.97769 -1.67480  0.06
73 H -2.37613 3.32213 -0.10759  0.03
74 C -0.30927 3.45269 2.33724  -0.11
75 O 0.32588 2.19496 2.08058  -0.12
76 H 0.29522 4.08823 2.98438  0.10
77 H -0.48872 4.02821 1.42913  0.07
78 H -1.24273 3.24764 2.86137  0.07
79 H 0.71854 1.88995 2.90179  0.04
80 C 0.76880 -1.45915 2.40307  -0.13
81 O 0.46798 -1.36193 1.04234  -0.14
82 H 0.34578 -2.39198 2.77589  0.09
83 H 1.84816 -1.49796 2.54990  0.08
84 H 0.24274 -0.68259 2.95833  0.07
85 H 0.31084 -2.27585 0.79403  0.04
86 C 3.09770 -4.11842 0.16789  -0.12
87 O 2.35175 -3.12426 -0.51969  -0.14
88 H 3.74694 -3.64728 0.90587  0.08
89 H 2.45273 -4.74862 0.78023  0.08
90 H 3.66569 -4.81600 -0.44764  0.08
91 H 2.92445 -2.55389 -1.03765  0.03



Maximum force list, top to bottom, in Eh/bohr: 0.0412; 0.0256; 0.1359; 0.1382